The following is a quantum chemistry calculation of the molecule C4H12N6 in a non-equilibrium geometry, from the OMol25 dataset.

As for the energy above the lowest of the compared OMol25 structures with the same formula, charge and spin: 4.1874 eV. The HOMO energy (alpha / beta) comes out at -7.4 / -7.4 eV. The calculation puts the calculated total energy at -487.9110 Eh. Its molar mass is 144.2 g mol⁻¹. For the lowest unoccupied orbital energy (alpha / beta), the calculation gives 0.378 / 0.379 eV. As for the maximum force: 1.780 eV Å⁻¹.

Positions of all 22 atoms, in Å:
C: -1.33964 0.41742 -2.11797
N: -1.05480 0.53740 -0.69310
N: -1.60413 1.63958 -0.05489
N: 1.11270 0.70065 -0.33386
N: 1.15786 1.72466 0.33497
H: -0.87256 2.01282 0.56936
H: -1.82893 2.36667 -0.73036
H: 1.84239 2.38693 -0.03920
H: -1.02200 1.33226 -2.62576
H: -2.40995 0.25468 -2.27086
H: -0.78166 -0.42195 -2.53029
C: 1.33282 -1.85130 0.11494
C: 0.77757 -0.46925 2.06039
N: 0.62173 -0.68442 0.63081
C: -1.05205 -0.71847 0.12289
N: -1.83165 -1.58789 0.35495
H: 2.39154 -1.79548 0.37353
H: 1.22360 -1.88229 -0.96935
H: 0.90419 -2.76140 0.54432
H: 1.79668 -0.69027 2.38036
H: 0.06272 -1.09564 2.59876
H: 0.57357 0.58527 2.28038

=====

The following is a quantum chemistry calculation of a cluster of 2 separate species, C4H12NO in total in a non-equilibrium geometry, from the OMol25 dataset.

As for the expectation value of S²: 0.751. As for the energy above the lowest of the compared OMol25 structures with the same formula, charge and spin: 3.1299 eV. The spin multiplicity is 2. The HOMO energy (alpha / beta) comes out at -2.8 / -11.7 eV. The calculation puts the calculated total energy at -289.4151 Eh. Its molar mass is 90.1 g mol⁻¹. For the lowest unoccupied orbital energy (alpha / beta), the calculation gives 0.676 / 0.406 eV. As for the maximum force: 4.616 eV Å⁻¹.

Positions of all 18 atoms, in Å:
C: -1.13283 1.14174 0.11903
N: -0.49669 0.05129 0.95400
C: 1.03323 -0.06039 0.56621
C: 1.15898 0.72051 -0.77271
C: -0.06746 1.86247 -0.63114
H: -1.68483 0.55081 -0.62697
H: -1.95043 1.67152 0.67960
H: -0.74545 -0.91536 0.71641
H: -0.55081 0.15852 1.93853
H: 1.42653 -1.05087 0.43884
H: 1.37780 0.58371 1.54419
H: 2.10779 1.32598 -0.82164
H: 0.85196 0.09017 -1.56980
H: -0.32344 2.03850 -1.76690
H: 0.32424 2.75818 -0.26929
H: -0.72839 -3.72609 -0.43018
H: 0.40002 -3.00950 -0.77808
O: -0.37246 -2.85257 -0.17763

=====

The following is a quantum chemistry calculation of the ion C4H12NO with charge +1 in a non-equilibrium geometry, from the OMol25 dataset.

As for the energy above the lowest of the compared OMol25 structures with the same formula, charge and spin: 3.1635 eV. The HOMO energy comes out at -14.7 eV. The calculation puts the calculated total energy at -289.2586 Eh. Its molar mass is 90.1 g mol⁻¹. As for the structure (SMILES): C[C@H](O)[C@@H](C)[NH3+]. The charge is +1. For the lowest unoccupied orbital energy, the calculation gives -3.548 eV. As for the maximum force: 5.178 eV Å⁻¹.

Positions of all 18 atoms, in Å:
C: -0.70695 -0.24349 1.62992
C: -1.13262 -0.14539 0.11787
O: -1.56878 -1.30624 -0.51503
C: 0.10573 0.29119 -0.74384
C: 0.86933 1.48063 -0.29914
N: 1.10494 -0.92546 -0.83972
H: -0.43131 -1.21972 2.20005
H: 0.31065 0.29401 1.63604
H: -1.52622 0.43636 2.12378
H: -1.97780 0.53458 -0.18219
H: -2.00811 -2.01057 0.01689
H: -0.37716 0.47886 -1.80559
H: 0.77985 2.26447 -1.15056
H: 0.72307 2.23461 0.44685
H: 2.02009 1.27421 -0.15142
H: 0.79432 -1.69665 -0.02357
H: 0.91047 -1.14416 -1.76884
H: 2.11050 -0.59723 -0.69151

=====

The following is a quantum chemistry calculation of a cluster of 2 separate species, C4H12NO in total in a non-equilibrium geometry, from the OMol25 dataset.

As for the energy above the lowest of the compared OMol25 structures with the same formula, charge and spin: 1.5923 eV. The HOMO energy comes out at -13.7 eV. The calculation puts the calculated total energy at -289.3163 Eh. Its molar mass is 90.1 g mol⁻¹. The charge is +1. For the lowest unoccupied orbital energy, the calculation gives -3.453 eV. As for the maximum force: 1.645 eV Å⁻¹.

Positions of all 18 atoms, in Å:
C: -1.02782 -0.96770 -0.42322
C: 0.38250 -0.81013 0.13114
C: 1.41296 -0.44491 -0.93592
C: 2.29552 0.51067 -0.64679
N: -1.51022 0.42623 -0.86777
H: -0.84024 -1.61551 -1.31869
H: -1.68209 -1.32755 0.37735
H: 0.32424 0.06425 0.80038
H: 0.73380 -1.70979 0.63486
H: 1.55408 -1.11345 -1.80948
H: 3.08817 0.64814 -1.37631
H: 2.23618 1.00471 0.32109
H: -0.92593 1.10125 -0.35775
H: -1.42181 0.51332 -1.88247
H: -2.45747 0.70086 -0.60678
H: 0.03448 1.11860 2.95585
H: -1.51102 0.82241 2.70400
O: -0.68534 1.07859 2.30052

=====

The following is a quantum chemistry calculation of a cluster of 2 separate species, C4H12NO in total in a non-equilibrium geometry, from the OMol25 dataset.

As for the energy above the lowest of the compared OMol25 structures with the same formula, charge and spin: 4.7790 eV. The HOMO energy comes out at -13.5 eV. The calculation puts the calculated total energy at -289.1992 Eh. Its molar mass is 90.1 g mol⁻¹. The charge is +1. For the lowest unoccupied orbital energy, the calculation gives -7.893 eV. As for the maximum force: 3.833 eV Å⁻¹.

Positions of all 18 atoms, in Å:
O: 2.79140 -0.64513 -0.02268
C: 1.40553 -0.91917 0.08240
C: 0.67748 0.30988 -0.36608
N: -2.41484 0.34673 -0.42748
C: -3.13432 -0.60758 0.40906
C: 0.94121 1.54004 0.40992
H: 3.00225 -0.35584 -0.91905
H: 1.24503 -1.14936 1.13739
H: 1.15564 -1.82472 -0.47050
H: 0.63995 0.42641 -1.45175
H: -2.77098 0.31658 -1.38132
H: -1.40776 0.20962 -0.41994
H: -3.04951 -1.64946 0.08706
H: -4.19961 -0.38413 0.40081
H: -2.78442 -0.50004 1.43487
H: 1.65072 1.31716 1.20624
H: 1.34207 2.33550 -0.22177
H: 0.01378 1.91234 0.88226

=====

The following is a quantum chemistry calculation of the ion C4H12NO with charge +1 in a non-equilibrium geometry, from the OMol25 dataset.

As for the energy above the lowest of the compared OMol25 structures with the same formula, charge and spin: 2.9564 eV. The HOMO energy comes out at -14.4 eV. The calculation puts the calculated total energy at -289.2662 Eh. Its molar mass is 90.1 g mol⁻¹. As for the structure (SMILES): C[NH2+][C@@H](C)CO. The charge is +1. For the lowest unoccupied orbital energy, the calculation gives -3.444 eV. As for the maximum force: 5.244 eV Å⁻¹.

Positions of all 18 atoms, in Å:
C: 2.23072 0.43620 -0.28856
N: 1.09452 0.43317 0.65551
C: -0.09600 -0.30967 0.36738
C: -0.93477 -0.50508 1.68522
C: -0.59196 -0.03633 -1.08987
O: -1.98373 -0.10001 -1.23735
H: 2.24817 0.91135 -1.37788
H: 2.55399 -0.61364 -0.45317
H: 3.03208 0.93060 0.27928
H: 0.76641 1.42755 0.62345
H: 1.51922 0.27995 1.60342
H: 0.37626 -1.24902 0.00724
H: -2.04915 -0.36322 1.34858
H: -0.59035 -1.36298 2.32414
H: -0.63155 0.46802 2.14999
H: -0.38529 1.02983 -1.38622
H: -0.05953 -0.80455 -1.75905
H: -2.22004 -0.39674 -2.09456

=====

The following is a quantum chemistry calculation of a cluster of 2 separate species, C4H12NO in total in a non-equilibrium geometry, from the OMol25 dataset.

As for the energy above the lowest of the compared OMol25 structures with the same formula, charge and spin: 1.3219 eV. The HOMO energy comes out at -15.8 eV. The calculation puts the calculated total energy at -289.3263 Eh. Its molar mass is 90.1 g mol⁻¹. The charge is +1. For the lowest unoccupied orbital energy, the calculation gives -4.643 eV. As for the maximum force: 1.401 eV Å⁻¹.

Positions of all 18 atoms, in Å:
C: -1.53386 -1.46683 1.49481
C: -0.47703 -1.37387 0.37681
C: -0.72903 -0.13030 -0.43497
C: 1.39048 0.43634 -1.46810
N: 0.17451 0.11658 -1.60543
H: -1.34538 -2.39937 2.02904
H: -1.42004 -0.67986 2.23122
H: -2.55152 -1.57733 1.13802
H: 0.53557 -1.35802 0.76990
H: -0.62402 -2.29474 -0.18905
H: -1.73720 0.02940 -0.79862
H: -0.54451 0.72785 0.21903
H: 1.94494 0.49062 -0.54295
H: 1.96089 0.73721 -2.34387
H: -0.21853 0.03814 -2.53299
H: 1.16219 3.13228 0.97027
H: 2.33485 3.10420 0.17440
O: 1.67767 2.46770 0.51245

=====

The following is a quantum chemistry calculation of a cluster of 2 separate species, C4H12NO in total in a non-equilibrium geometry, from the OMol25 dataset.

As for the energy above the lowest of the compared OMol25 structures with the same formula, charge and spin: 2.9145 eV. The HOMO energy comes out at -14.9 eV. The calculation puts the calculated total energy at -289.2678 Eh. Its molar mass is 90.1 g mol⁻¹. The charge is +1. For the lowest unoccupied orbital energy, the calculation gives -3.507 eV. As for the maximum force: 5.592 eV Å⁻¹.

Positions of all 18 atoms, in Å:
C: -1.60762 1.53029 0.64919
C: -0.88264 0.32007 -0.00954
C: 0.66455 0.59302 0.15072
C: 1.47745 1.55642 -0.15433
N: 1.22355 -0.90058 0.53466
H: -1.32326 1.77529 1.65380
H: -1.24973 2.37842 0.06065
H: -2.65546 1.23256 0.59083
H: -1.25462 -0.61269 0.48686
H: -1.38314 0.25391 -1.13288
H: 1.13118 2.59260 -0.50499
H: 2.59392 1.42122 0.10876
H: 0.40808 -1.45149 0.87512
H: 1.95655 -0.79258 1.14429
H: 1.66159 -1.39095 -0.31302
H: -0.38945 -3.00021 -1.70506
H: -1.56309 -2.00864 -0.94624
O: -0.55098 -2.26152 -0.98462

=====

The following is a quantum chemistry calculation of a cluster of 3 separate species, C4H12NO in total in a non-equilibrium geometry, from the OMol25 dataset.

As for the energy above the lowest of the compared OMol25 structures with the same formula, charge and spin: 4.7047 eV. The HOMO energy comes out at -12.2 eV. The calculation puts the calculated total energy at -289.2020 Eh. Its molar mass is 90.1 g mol⁻¹. The charge is +1. For the lowest unoccupied orbital energy, the calculation gives -7.629 eV. As for the maximum force: 3.838 eV Å⁻¹.

Positions of all 18 atoms, in Å:
C: 0.87144 0.28770 2.19419
C: 0.99323 0.72543 0.77288
C: 1.05933 -0.14192 -0.34894
C: 1.74095 -0.17543 -1.56071
N: -2.14469 -1.77367 -0.70541
H: 0.19252 0.85749 2.84065
H: 1.86008 0.22754 2.68129
H: 1.24806 1.79493 0.66592
H: 0.52642 -0.74610 2.13885
H: 0.65328 -1.15067 -0.08262
H: 1.49431 -0.99910 -2.27615
H: 2.52954 0.53363 -1.80028
H: -1.94787 -0.76711 -0.63465
H: -1.80317 -2.17817 -1.56723
H: -2.82126 -2.27042 -0.11164
H: -1.94596 2.17934 -0.24945
H: -0.61861 1.18641 -0.02572
O: -1.54303 1.19667 -0.37320

=====

The following is a quantum chemistry calculation of a cluster of 2 separate species, C4H12NO in total in a non-equilibrium geometry, from the OMol25 dataset.

As for the energy above the lowest of the compared OMol25 structures with the same formula, charge and spin: 2.3289 eV. The HOMO energy comes out at -13.9 eV. The calculation puts the calculated total energy at -289.2893 Eh. Its molar mass is 90.1 g mol⁻¹. The charge is +1. For the lowest unoccupied orbital energy, the calculation gives -3.962 eV. As for the maximum force: 2.585 eV Å⁻¹.

Positions of all 18 atoms, in Å:
C: -0.38691 -1.25433 -0.48998
O: -1.58867 -1.23156 0.27784
C: 0.83333 -1.20216 0.43430
N: 2.00629 -0.88629 -0.44917
H: -0.31979 -0.39522 -1.18463
H: -0.36499 -2.18304 -1.08597
H: -1.69927 -0.23540 0.50155
H: 0.74695 -0.40887 1.19977
H: 1.11246 -2.15696 0.91005
H: 1.87904 -0.02278 -0.94448
H: 2.09468 -1.67321 -1.11414
H: 2.89332 -0.82223 0.07541
C: -1.84784 2.22582 0.16541
C: -0.54493 1.99581 0.47572
H: -2.16247 2.18379 -0.88638
H: -2.60862 2.42981 0.94066
H: 0.18672 1.85259 -0.33020
H: -0.22930 1.78422 1.50424

=====

The following is a quantum chemistry calculation of a cluster of 2 separate species, C4H12NO in total in a non-equilibrium geometry, from the OMol25 dataset.

As for the energy above the lowest of the compared OMol25 structures with the same formula, charge and spin: 1.2260 eV. The HOMO energy comes out at -15.7 eV. The calculation puts the calculated total energy at -289.3298 Eh. Its molar mass is 90.1 g mol⁻¹. The charge is +1. For the lowest unoccupied orbital energy, the calculation gives -4.576 eV. As for the maximum force: 1.114 eV Å⁻¹.

Positions of all 18 atoms, in Å:
C: -2.51911 -1.68112 0.26108
C: -1.42062 -0.63238 0.38990
C: 0.01086 -1.05266 0.03773
C: 1.63072 0.77415 0.04271
N: 0.90907 -0.05901 0.68119
H: -3.32244 -1.35921 0.91813
H: -2.16002 -2.65880 0.58752
H: -2.90531 -1.83463 -0.74480
H: -1.41510 -0.35879 1.44994
H: -1.62912 0.29793 -0.14361
H: 0.21687 -1.04780 -1.02815
H: 0.27526 -1.99577 0.51450
H: 1.60756 0.71874 -1.03284
H: 2.24541 1.46057 0.60357
H: 0.99436 -0.12986 1.69040
H: 1.89825 3.61430 -1.09842
H: 3.06923 3.06049 -1.94875
O: 2.51415 2.88385 -1.18011

=====

The following is a quantum chemistry calculation of a cluster of 2 separate species, C4H12NO2 in total in a non-equilibrium geometry, from the OMol25 dataset.

As for the energy above the lowest of the compared OMol25 structures with the same formula, charge and spin: 0.3264 eV. The HOMO energy comes out at -3.6 eV. The calculation puts the calculated total energy at -364.8435 Eh. Its molar mass is 106.1 g mol⁻¹. The charge is -1. For the lowest unoccupied orbital energy, the calculation gives 4.189 eV. As for the maximum force: 1.690 eV Å⁻¹.

Positions of all 19 atoms, in Å:
C: 1.77962 0.26895 0.09824
O: 1.05364 1.41825 -0.11377
C: 1.00292 -1.03534 -0.26496
C: -0.32623 -1.15494 0.47511
C: -1.50865 -1.11293 -0.48294
N: -1.51588 0.11670 -1.33418
H: 2.63580 0.25971 -0.62410
H: 2.13113 0.27963 1.14370
H: 0.85601 -1.01280 -1.34596
H: 1.68466 -1.83804 0.00311
H: -0.36778 -2.03433 1.10707
H: -0.44277 -0.28361 1.13919
H: -2.44345 -1.24822 0.08136
H: -1.47827 -1.97278 -1.15659
H: -0.64483 0.57757 -1.05340
H: -2.28503 0.70045 -1.03733
H: 0.18669 1.92081 0.94986
H: 0.04538 3.44726 1.00458
O: -0.36296 2.70364 1.41102

=====

The following is a quantum chemistry calculation of a cluster of 2 separate species, C4H12NO2 in total in a non-equilibrium geometry, from the OMol25 dataset.

As for the energy above the lowest of the compared OMol25 structures with the same formula, charge and spin: 0.3054 eV. The HOMO energy comes out at -3.7 eV. The calculation puts the calculated total energy at -364.8443 Eh. Its molar mass is 106.1 g mol⁻¹. The charge is -1. For the lowest unoccupied orbital energy, the calculation gives 4.366 eV. As for the maximum force: 1.861 eV Å⁻¹.

Positions of all 19 atoms, in Å:
N: -1.45325 0.92477 -2.37238
C: -2.06584 1.11779 -1.05877
O: -1.50827 0.29327 -0.04278
H: -0.40507 0.96094 -2.24097
H: -1.68008 -0.05040 -2.72367
H: -1.96923 2.15345 -0.81048
H: -3.11932 0.87099 -1.14759
C: 1.80244 0.25456 0.24258
O: 0.85491 0.51851 -0.74584
C: 1.16725 -0.31163 1.53188
C: 0.52747 -1.68553 1.30363
H: 2.58481 -0.48983 -0.13046
H: 2.34955 1.17788 0.50925
H: -0.45766 0.34241 -0.24890
H: 1.92860 -0.36535 2.34987
H: 0.38573 0.42336 1.84278
H: 1.27042 -2.47257 1.07948
H: -0.04657 -2.00660 2.21383
H: -0.16590 -1.65601 0.44855